No. 1
C2H3N3O2 as an isolated structure, computed with ωB97M-V/def2-TZVPD.

Cartesian coordinates (Å):
O: 0.322 0.547 0.837
O: 2.461 -0.253 0.424
N: 0.770 -0.714 -1.116
N: -0.552 -0.298 -0.925
N: -1.904 0.978 0.600
C: 1.189 -0.183 -0.004
C: -0.820 0.419 0.135
H: 2.552 -0.236 1.493
H: -1.474 -1.227 -1.178
H: -2.544 0.968 -0.266

The orbital gap is 8.88 eV.

natural (NBO) atomic charge list, values in e, 4 entries: atom 1 (O): -0.44, atom 2 (O): -0.66, atom 3 (N): -0.30, atom 4 (N): -0.47

No. 2
C10H7AsBrCl3GeIN2O2ReS4 as an isolated structure, computed with ωB97M-V/def2-TZVPD.

Cartesian coordinates (Å):
Re: 0.701 -0.322 1.667
I: -4.151 1.426 5.040
Br: -2.524 -0.018 -4.969
As: 3.208 -4.008 -0.549
Ge: 2.276 -2.822 3.185
Cl: 1.514 -4.395 4.297
Cl: 1.455 -0.878 3.988
Cl: 4.354 -2.604 3.181
S: 2.085 1.227 1.247
S: 3.563 -5.510 0.940
S: 2.106 -5.818 -0.635
S: 1.338 -2.508 1.174
O: 0.078 0.078 -0.228
O: 1.698 1.620 -0.383
N: -2.157 0.517 1.442
N: -1.122 0.236 2.287
C: 0.682 0.992 -0.918
C: -3.225 0.905 2.121
C: -0.534 2.006 -4.790
C: -0.755 0.606 -2.853
C: -1.154 0.945 -4.125
C: -2.910 0.909 3.487
C: -1.601 0.492 3.545
C: 0.278 1.340 -2.240
C: 0.906 2.404 -2.911
C: 0.489 2.728 -4.185
H: -2.052 0.384 0.445
H: -0.974 0.364 4.411
H: -0.857 2.264 -5.791
H: 0.954 3.545 -4.719
H: -4.149 1.155 1.620
H: -1.219 -0.227 -2.344
H: 1.698 2.965 -2.435

The orbital gap (alpha / beta) is 4.99 / 4.76 eV. The total charge is +3. Its spin multiplicity is 2.

natural (NBO) atomic charge list, values in e, 4 entries: atom 1 (Re): 0.93, atom 2 (I): 0.39, atom 3 (Br): 0.17, atom 4 (As): 0.99

No. 3
An isolated ion of composition C3H10N3 and charge +1, computed with ωB97M-V/def2-TZVPD.

Cartesian coordinates (Å):
N: -2.261 0.029 0.005
N: 1.244 1.219 0.053
N: 1.072 -1.446 0.042
C: -0.161 1.145 -0.227
C: -0.193 -1.173 -0.333
C: -0.877 -0.028 0.448
H: 1.726 1.725 -0.646
H: 1.840 0.265 0.142
H: 1.511 -2.191 -0.500
H: -0.293 1.322 -1.342
H: -2.941 -0.155 0.736
H: -0.600 -0.209 1.457
H: -2.410 0.911 -0.484
H: 1.213 -1.490 1.066
H: 1.513 1.528 0.995
H: -0.383 -1.451 -1.410

The orbital gap (alpha / beta) is 8.32 / 8.31 eV. The total charge is +1.

natural (NBO) atomic charge list, values in e, 4 entries: atom 1 (N): -0.82, atom 2 (N): -0.70, atom 3 (N): -0.78, atom 4 (C): -0.23

No. 4
One molecule with the formula C4H7N3O, computed with ωB97M-V/def2-TZVPD.

Cartesian coordinates (Å):
O: 3.508 -0.619 0.146
N: 1.208 -0.881 -0.160
N: -2.679 0.244 0.155
N: 1.991 1.204 0.137
C: 0.511 1.082 -0.183
C: -0.087 -0.134 -0.180
C: -1.394 -0.701 0.216
C: 2.325 -0.168 0.023
H: -0.235 1.912 -0.313
H: -3.610 -0.507 0.046
H: -2.652 1.027 -0.687
H: 1.195 -1.798 -0.856
H: -1.756 -1.743 -0.146
H: 2.664 1.884 0.469
H: -0.989 -0.801 1.332

The orbital gap is 8.81 eV. The SMILES is NCc1c[nH]c(=O)[nH]1.

natural (NBO) atomic charge list, values in e, 4 entries: atom 1 (O): -0.66, atom 2 (N): -0.62, atom 3 (N): -0.87, atom 4 (N): -0.63

We obtain energy above the lowest of the compared OMol25 structures with the same formula, charge and spin values of 3.986; 1.785; 4.448; 4.303 eV for the records listed above, in that order.